# 1
{
  "formula": "C37H46N5O8",
  "method": "ωB97M-V/def2-TZVPD",
  "species": ["C", "N", "C", "C", "C", "C", "C", "C", "C", "C", "C", "C", "C", "C", "H", "H", "H", "H", "H", "H", "H", "H", "H", "H", "H", "H", "H", "H", "H", "H", "H", "H", "H", "H", "H", "H", "H", "H", "H", "H", "C", "C", "C", "C", "C", "C", "N", "O", "O", "H", "H", "H", "H", "H", "C", "C", "C", "C", "C", "C", "N", "O", "O", "H", "H", "H", "H", "H", "C", "C", "C", "C", "C", "C", "N", "O", "O", "H", "H", "H", "H", "H", "C", "C", "C", "C", "C", "C", "N", "O", "O", "H", "H", "H", "H", "H"],
  "xyz": [[0.8143, -0.9361, 1.7121], [1.5882, -1.9593, 1.0169], [0.7758, -2.9199, 0.2304], [0.8608, -2.6804, -1.2917], [-0.4625, -2.1910, -1.9079], [-1.7018, -3.0441, -1.5443], [-2.7541, -2.2343, -0.7619], [-3.5321, -1.3954, -1.7829], [-3.7279, -3.1366, 0.0035], [-3.1755, -3.6945, 1.3314], [-3.3544, -5.2022, 1.5042], [-3.1590, -6.1407, 0.5092], [-1.7956, -6.4625, -0.0591], [-4.3273, -6.9186, -0.0671], [1.0773, -0.8856, 2.7743], [1.0127, 0.0389, 1.2591], [-0.2644, -1.1075, 1.6621], [2.2373, -2.4218, 1.6343], [-0.2566, -2.9212, 0.6071], [1.1749, -3.9272, 0.4293], [1.5567, -1.8390, -1.3947], [-0.3564, -2.2368, -2.9982], [-0.7041, -1.1224, -1.6953], [-2.1733, -3.4695, -2.4383], [-1.3726, -3.8911, -0.9464], [-2.1817, -1.5919, -0.0884], [-4.1715, -2.0789, -2.3459], [-2.8353, -0.8846, -2.4455], [-4.1589, -0.6498, -1.2861], [-4.0801, -3.9162, -0.6739], [-4.6046, -2.5260, 0.2513], [-3.7572, -3.2630, 2.1461], [-2.1403, -3.3667, 1.4912], [-3.6835, -5.5661, 2.4795], [-1.8183, -7.4620, -0.4984], [-1.4674, -5.7881, -0.8580], [-1.0542, -6.4571, 0.7333], [-4.4493, -7.9269, 0.3498], [-5.2420, -6.3539, 0.0820], [-4.1471, -6.9601, -1.1423], [-0.1328, 3.3351, -4.7737], [-1.0783, 2.4253, -4.3217], [-1.0845, 2.0334, -2.9907], [-0.1437, 2.5745, -2.1320], [0.8110, 3.4755, -2.5670], [0.8120, 3.8543, -3.8973], [-0.1695, 2.1922, -0.7171], [-1.0042, 1.3856, -0.3757], [0.6484, 2.7117, 0.0291], [-0.1328, 3.6521, -5.8083], [-1.8171, 2.0247, -5.0019], [-1.8163, 1.3258, -2.6289], [1.5392, 3.8810, -1.8795], [1.5453, 4.5660, -4.2519], [2.7778, -5.5370, 2.6772], [3.4652, -6.7361, 2.5415], [4.6370, -6.9509, 3.2485], [5.1030, -5.9541, 4.0875], [4.4375, -4.7494, 4.2301], [3.2675, -4.5460, 3.5175], [6.3337, -6.1861, 4.8554], [6.9103, -7.2444, 4.6986], [6.7070, -5.3094, 5.6091], [1.8608, -5.3697, 2.1264], [3.0855, -7.5057, 1.8838], [5.1754, -7.8810, 3.1467], [4.8206, -3.9814, 4.8850], [2.7295, -3.6128, 3.6155], [-2.3936, 6.2075, 1.3133], [-1.6463, 5.4347, 0.4341], [-1.7461, 5.6497, -0.9290], [-2.5944, 6.6387, -1.3920], [-3.3546, 7.4101, -0.5352], [-3.2483, 7.1893, 0.8297], [-2.6760, 6.8638, -2.8430], [-1.9778, 6.1570, -3.5358], [-3.4235, 7.7296, -3.2541], [-2.3100, 6.0427, 2.3797], [-0.9839, 4.6648, 0.8094], [-1.1690, 5.0505, -1.6178], [-4.0159, 8.1728, -0.9186], [-3.8325, 7.7865, 1.5166], [5.1264, 5.6426, 0.5911], [4.2831, 6.1030, 1.5933], [3.0318, 6.6040, 1.2732], [2.6450, 6.6316, -0.0534], [3.4728, 6.1838, -1.0661], [4.7230, 5.6866, -0.7366], [1.3077, 7.1365, -0.3978], [0.6028, 7.5369, 0.5059], [0.9837, 7.1143, -1.5680], [6.1001, 5.2457, 0.8457], [4.5985, 6.0676, 2.6269], [2.3698, 6.9616, 2.0473], [3.1501, 6.2170, -2.0962], [5.3810, 5.3284, -1.5162]],
  "forces_ev_per_angstrom": [[0.5, 0.2, -0.1], [-0.4, -0.1, 0.3], [0.8, -0.1, -0.9], [-0.8, 0.3, 0.3], [0.2, -0.5, -0.4], [0.1, 0.4, 0.4], [0.1, -0.5, -0.8], [0.1, 0.0, 0.7], [0.1, 0.7, 0.2], [1.2, -0.7, 0.6], [0.2, -0.2, -0.7], [0.2, 0.1, 0.7], [-0.3, 0.9, -1.1], [0.4, -0.5, 1.2], [0.0, 0.1, 0.0], [-0.2, 0.2, 0.2], [0.0, -0.1, -0.1], [-0.2, -0.1, 0.1], [0.0, 0.0, 0.1], [0.0, 0.0, 0.3], [0.3, -0.2, -0.2], [0.1, 0.2, 0.0], [-0.1, 0.0, 0.1], [-0.1, 0.0, 0.0], [0.1, 0.0, 0.1], [-0.3, 0.1, 0.2], [0.0, 0.1, -0.2], [-0.1, 0.0, -0.2], [-0.1, 0.0, -0.1], [0.1, -0.2, 0.1], [-0.1, -0.1, -0.1], [0.1, 0.1, 0.1], [0.0, 0.2, -0.2], [-1.8, 0.3, -0.5], [-0.1, 0.0, 0.0], [0.2, -0.1, 0.0], [0.1, 0.1, 0.0], [-0.1, -0.1, -0.3], [-0.1, -0.1, 0.1], [0.0, -0.2, 0.0], [0.0, 0.0, 0.0], [0.1, 0.1, 0.1], [-0.2, -0.1, -0.1], [0.0, 0.0, -0.1], [0.2, 0.1, 0.0], [-0.1, 0.0, -0.1], [0.1, -0.1, -0.1], [-0.2, 0.0, 0.2], [0.0, 0.1, 0.1], [0.0, 0.0, 0.0], [0.0, 0.0, 0.0], [0.1, 0.0, 0.1], [0.0, -0.1, 0.1], [0.0, 0.0, 0.0], [-0.1, 0.0, 0.0], [0.0, 0.1, 0.0], [0.0, -0.2, -0.1], [-0.1, 0.0, -0.1], [-0.1, 0.2, 0.1], [0.0, -0.1, 0.0], [0.0, 0.0, 0.0], [0.0, -0.1, 0.0], [0.0, 0.1, 0.0], [0.0, 0.0, 0.0], [0.0, 0.0, 0.0], [0.1, 0.0, 0.1], [0.1, -0.1, 0.0], [0.0, 0.0, 0.0], [0.0, 0.0, 0.0], [-0.1, 0.0, 0.1], [0.1, -0.2, 0.0], [0.0, 0.0, 0.2], [-0.1, 0.2, 0.1], [0.1, -0.1, 0.0], [0.1, -0.1, 0.2], [0.0, 0.0, -0.4], [0.0, 0.0, 0.0], [0.0, 0.0, 0.0], [0.0, 0.0, 0.0], [0.0, 0.1, -0.1], [0.0, 0.0, -0.1], [0.0, 0.0, 0.0], [0.0, 0.0, 0.0], [0.1, 0.0, -0.1], [0.0, 0.0, 0.2], [0.1, -0.1, 0.0], [0.1, -0.1, -0.2], [0.0, 0.0, 0.1], [-0.1, 0.0, 0.0], [0.0, 0.1, 0.0], [0.0, 0.0, -0.1], [0.0, 0.0, 0.0], [0.0, 0.0, 0.0], [-0.1, 0.0, -0.1], [-0.1, 0.0, 0.0], [0.0, 0.0, 0.0]],
  "lowdin_charge": [-0.142, -0.131, -0.331, -0.268, -0.312, -0.209, -0.394, -0.081, -0.175, -0.175, -0.087, -0.341, -0.055, -0.075, 0.059, 0.047, 0.060, 0.048, 0.059, 0.054, 0.002, 0.071, 0.068, 0.108, 0.059, 0.122, 0.076, 0.056, 0.072, 0.109, 0.104, 0.097, 0.090, 0.089, 0.074, 0.063, 0.070, 0.069, 0.063, 0.081, -0.074, -0.056, 0.010, -0.158, -0.022, -0.070, -0.344, 0.080, 0.040, 0.105, 0.108, 0.106, 0.106, 0.104, -0.052, -0.058, -0.010, -0.156, -0.004, -0.058, -0.359, 0.065, 0.067, 0.098, 0.109, 0.115, 0.117, 0.103, -0.070, -0.063, -0.008, -0.143, -0.006, -0.070, -0.348, 0.078, 0.069, 0.107, 0.103, 0.098, 0.115, 0.103, -0.069, -0.063, 0.000, -0.144, -0.010, -0.061, -0.335, 0.079, 0.077, 0.107, 0.107, 0.119, 0.116, 0.109],
  "orbital_gap_ev": 2.1169,
  "homo_energy_ev": -1.230,
  "largest_force_ev_per_a": 1.9,
  "total_charge": -1,
  "energy_ha": -2312.635245,
  "e_lumo_ev": 0.89
}


# 2
{
  "formula": "C37H47AuN3OP",
  "method": "ωB97M-V/def2-TZVPD",
  "species": ["Au", "C", "C", "O", "N", "C", "C", "C", "C", "C", "C", "N", "H", "H", "H", "H", "H", "H", "H", "H", "H", "H", "N", "C", "C", "C", "C", "C", "C", "H", "H", "H", "H", "H", "C", "C", "C", "C", "C", "C", "C", "C", "C", "C", "C", "C", "C", "C", "H", "H", "H", "H", "H", "H", "H", "H", "H", "H", "H", "C", "C", "C", "P", "C", "C", "C", "C", "C", "C", "H", "H", "H", "H", "H", "H", "H", "H", "H", "H", "H", "H", "H", "H", "H", "H", "H", "H", "H", "H", "H"],
  "xyz": [[-0.5669, -0.0173, -0.2105], [0.6170, -1.7676, 3.7164], [0.8273, -0.4851, 2.9509], [-0.0965, 0.1229, 2.4352], [2.0960, -0.0255, 2.8816], [2.4427, 1.1801, 2.1557], [3.2612, 0.9074, 0.9167], [4.5497, 1.3975, 0.7607], [5.2301, 1.1096, -0.4143], [4.6023, 0.3465, -1.3822], [3.3110, -0.1017, -1.1335], [2.6549, 0.1645, -0.0095], [-0.4486, -1.9647, 3.7744], [1.0406, -1.6971, 4.7191], [1.0991, -2.5967, 3.1941], [2.8297, -0.5862, 3.2820], [2.9676, 1.8760, 2.8128], [1.4958, 1.6307, 1.8605], [5.0012, 2.0067, 1.5338], [6.2348, 1.4811, -0.5711], [5.0945, 0.0995, -2.3129], [2.7698, -0.6847, -1.8718], [-1.2574, -1.9249, 0.3710], [-0.6522, -3.0903, 0.0696], [-1.4135, -4.2847, 0.0620], [-0.8252, -5.4947, -0.2492], [0.5398, -5.5653, -0.5240], [1.3120, -4.4039, -0.4980], [0.7303, -3.1831, -0.2241], [-2.4712, -4.2128, 0.2820], [-1.4272, -6.3946, -0.2703], [0.9981, -6.5176, -0.7566], [2.3722, -4.4558, -0.7148], [1.3052, -2.2661, -0.2125], [-1.5103, -2.2487, -6.9456], [-1.3596, -3.2552, -6.0019], [-1.0755, -2.9343, -4.6822], [-0.9107, -1.6086, -4.2798], [-1.0846, -0.6073, -5.2362], [-1.3790, -0.9214, -6.5532], [-0.6666, -1.3255, -2.8426], [-0.0006, -0.3358, -2.2285], [0.9550, 0.6106, -2.8665], [1.2350, 1.8427, -2.2774], [2.1582, 2.7255, -2.8216], [2.8637, 2.3799, -3.9651], [2.6414, 1.1330, -4.5406], [1.7077, 0.2655, -3.9975], [-1.7412, -2.4936, -7.9744], [-1.4695, -4.2927, -6.2919], [-0.9734, -3.7206, -3.9417], [-0.9926, 0.4299, -4.9379], [-1.5115, -0.1263, -7.2766], [-1.1825, -2.0359, -2.2030], [0.7223, 2.0995, -1.3567], [2.3376, 3.6777, -2.3362], [3.5840, 3.0632, -4.3966], [3.2035, 0.8304, -5.4158], [1.5763, -0.7088, -4.4461], [-0.8547, 3.3308, 2.4430], [-1.0705, 3.6751, 0.9663], [0.2474, 4.1434, 0.3440], [-1.7286, 2.2345, 0.0177], [-3.4411, 1.9428, 0.6781], [-4.1619, 3.1809, 1.2161], [-3.4607, 0.8258, 1.7266], [-1.9764, 2.9049, -1.6918], [-2.6217, 4.2827, -1.8303], [-2.7160, 1.8836, -2.5653], [-0.2673, 4.1178, 2.9236], [-0.3254, 2.3849, 2.5536], [-1.7942, 3.2405, 2.9881], [-1.8084, 4.4771, 0.8963], [1.0167, 3.3739, 0.4539], [0.6023, 5.0408, 0.8559], [0.1643, 4.3763, -0.7183], [-3.9836, 1.5753, -0.1981], [-3.7441, 3.4909, 2.1748], [-5.2141, 2.9419, 1.3879], [-4.1248, 4.0357, 0.5449], [-2.9175, 1.1228, 2.6265], [-3.0057, -0.0961, 1.3627], [-4.4937, 0.6098, 2.0119], [-0.9518, 2.9709, -2.0773], [-3.6717, 4.2620, -1.5389], [-2.5891, 4.5909, -2.8785], [-2.1176, 5.0557, -1.2491], [-3.7949, 1.9393, -2.4008], [-2.3920, 0.8587, -2.3794], [-2.5387, 2.0992, -3.6212]],
  "forces_ev_per_angstrom": [[-0.5, 0.5, 0.0], [0.1, 0.0, -0.1], [-0.1, -0.1, 0.0], [-0.4, 0.1, 0.1], [0.3, -0.1, 0.1], [0.1, 0.0, 0.0], [-0.1, -0.1, 0.0], [-0.1, 0.1, -0.1], [0.0, 0.0, 0.0], [0.0, 0.0, 0.0], [0.1, -0.1, 0.2], [0.1, -0.1, 0.0], [0.0, 0.0, 0.0], [0.0, 0.0, 0.0], [0.0, 0.0, 0.0], [0.0, 0.0, 0.0], [0.0, 0.0, 0.0], [0.1, 0.0, 0.0], [0.0, 0.0, 0.0], [0.0, 0.0, 0.0], [0.0, 0.0, 0.0], [0.2, -0.1, 0.2], [0.2, -0.3, -0.1], [-0.1, 0.4, 0.2], [-0.1, -0.1, 0.0], [0.0, 0.1, 0.0], [0.0, 0.0, 0.0], [0.0, 0.0, 0.0], [0.2, -0.1, 0.0], [0.0, 0.0, 0.0], [0.0, 0.0, 0.0], [0.0, 0.0, 0.0], [0.0, 0.0, 0.0], [0.1, 0.0, -0.1], [0.0, 0.0, 0.0], [0.0, 0.0, 0.0], [0.0, -0.1, 0.0], [0.1, 0.0, 0.1], [0.0, 0.1, 0.0], [0.0, -0.1, 0.0], [-0.1, 0.1, -0.2], [0.3, -0.1, -0.1], [-0.3, -0.1, -0.1], [-0.1, 0.2, 0.0], [0.0, -0.1, 0.0], [0.0, 0.0, 0.0], [0.0, 0.0, 0.1], [0.0, 0.0, -0.1], [0.0, 0.0, 0.0], [0.0, 0.0, 0.0], [0.0, 0.0, 0.0], [0.0, 0.0, 0.0], [0.0, 0.0, 0.0], [-0.1, 0.0, 0.0], [0.2, -0.1, -0.1], [0.0, 0.0, 0.0], [0.0, 0.0, 0.0], [0.0, 0.0, 0.0], [-0.1, -0.1, 0.0], [0.0, 0.0, 0.0], [0.1, 0.0, 0.0], [0.0, 0.0, 0.0], [0.0, -0.3, 0.0], [0.0, 0.0, 0.0], [-0.1, 0.0, 0.0], [0.1, 0.0, 0.0], [0.0, 0.0, -0.1], [0.0, 0.0, 0.0], [0.0, 0.0, 0.0], [0.0, 0.0, 0.0], [0.0, 0.0, 0.0], [0.0, 0.0, 0.0], [0.0, 0.1, 0.0], [0.0, 0.0, 0.0], [0.0, 0.0, 0.0], [0.0, 0.0, 0.0], [0.0, 0.0, 0.0], [0.0, 0.0, 0.0], [0.0, 0.0, 0.0], [0.0, 0.0, -0.1], [0.0, 0.0, 0.0], [0.0, 0.0, 0.0], [0.0, 0.0, 0.0], [-0.2, 0.0, 0.0], [0.0, 0.0, 0.0], [0.0, 0.0, 0.0], [0.0, 0.0, 0.0], [0.0, 0.0, 0.0], [0.0, 0.0, 0.0], [0.0, 0.0, 0.0]],
  "lowdin_charge": [0.820, 0.010, -0.534, -0.057, 0.081, -0.118, -0.270, -0.027, -0.064, -0.050, -0.134, 0.126, 0.086, 0.081, 0.085, 0.146, 0.124, 0.085, 0.107, 0.106, 0.107, 0.101, 0.024, -0.460, -0.043, -0.100, -0.098, -0.092, -0.059, 0.103, 0.098, 0.096, 0.099, 0.071, -0.102, -0.091, -0.043, -0.228, -0.054, -0.085, -0.119, -0.230, -0.278, -0.111, -0.080, -0.097, -0.082, -0.062, 0.096, 0.099, 0.111, 0.106, 0.100, 0.072, 0.032, 0.101, 0.097, 0.102, 0.117, -0.104, -0.536, -0.117, 1.015, -0.522, -0.110, -0.127, -0.540, -0.104, -0.117, 0.082, 0.038, 0.061, 0.093, 0.062, 0.084, 0.063, 0.096, 0.066, 0.082, 0.054, 0.067, 0.033, 0.078, 0.068, 0.066, 0.083, 0.065, 0.073, 0.045, 0.079],
  "orbital_gap_ev": [7.0068, 6.8406],
  "homo_energy_ev": [-6.385, -7.046],
  "largest_force_ev_per_a": 0.7,
  "spin_multiplicity": 3,
  "energy_ha": -2154.563584,
  "s2": 2.0581,
  "e_lumo_ev": [0.62, -0.21]
}